No. 1
DFT (ωB97M-V with the def2-TZVPD basis set) results for a cluster of 7 separate species, C23H53INO10 in total.

The geometry in ORCA input format:
```
! RIJCOSX wB97M-V def2-TZVPD def2/J DEFGRID3
* xyz 0 2
H -2.16685 3.80857 1.63128
C -2.32507 1.82572 4.63582
C -1.33835 -0.03003 -0.35831
C -2.76564 -0.59919 -0.50342
C -1.44225 3.34745 0.96381
H 5.11792 -2.71650 8.32411
C -0.98387 -0.17111 1.13306
O 0.54765 -3.26260 -8.01190
C 0.89837 -0.00631 2.74195
C 1.80224 -2.07367 -1.34483
O 3.54123 -3.52401 7.22431
H -3.87843 1.52572 3.50233
H 3.16092 -2.65856 7.05280
H -3.02631 4.83676 -1.94285
H -0.07772 -4.05079 5.34289
H 1.35792 0.95626 2.52359
H -1.40786 1.58650 -1.80979
H -0.29106 -2.40036 2.43395
H -0.69780 2.84847 1.57716
C 1.69423 4.00915 -1.38196
N 1.39831 -0.27575 0.37144
H 1.42186 -2.50367 2.00585
O -1.38490 5.12998 -0.63637
H 1.08034 -1.54514 -4.74682
H 2.62649 0.65037 -1.48440
C 0.15570 -4.61138 -7.76292
H 1.39034 -4.10347 4.34576
O 1.08985 -2.32394 5.30671
H 2.40355 4.29814 0.61266
C 1.70052 0.32003 -1.95489
C 0.44529 -2.18092 1.66856
O -3.65249 4.17205 -2.25365
H 2.27472 -0.42375 -6.39193
C -0.40953 -0.84284 -1.27815
H -1.15676 0.76705 1.64034
H 1.35093 2.92811 0.49090
O 0.46839 4.82112 0.59241
H -2.77917 3.01542 -0.62085
H 0.15865 -2.99352 -8.84648
H 4.73707 -4.42497 8.60123
H 0.04537 0.18366 3.38269
C -0.79309 4.48077 0.20989
H 2.06398 -2.65175 -0.46952
H 3.58312 -1.57858 -6.06038
C 1.10342 -0.73918 -1.00655
H -3.49018 -0.02912 0.06956
O 2.62117 -0.44743 0.70800
C -4.21015 4.62050 -3.48229
H -2.75331 -1.61018 -0.10849
H -1.24770 1.81563 4.49338
H 2.71112 -1.88606 -1.90260
H 1.98884 -0.10275 -2.90711
H 2.04955 -2.15713 -6.75006
H -0.93088 -4.69853 -7.68805
C -2.19889 2.38476 0.03914
H 0.71136 -2.01642 6.13293
H 2.52475 4.66916 -1.60830
H -2.88377 1.84204 0.68141
O -2.92666 1.51343 3.38075
H -4.74792 5.56379 -3.35247
C 0.43994 -0.66770 1.43224
C 4.30745 -3.44311 8.42226
H -2.62482 2.81843 4.98043
O -2.92373 -0.05894 -2.88610
H -0.55246 -0.45058 -2.27925
H 3.68127 -3.17175 9.27657
H 1.06520 1.19240 -2.05106
H -4.91184 3.86230 -3.82156
H -3.43625 4.74799 -4.24428
H -1.65126 -0.88499 1.60474
H 0.14486 -2.72462 0.77548
H 0.82555 4.42016 -1.88312
H 0.59909 -4.90902 -6.81649
C 2.50445 -1.44228 -6.06567
C 1.50206 3.94492 0.12859
H -0.24062 1.77129 -0.53205
H 1.64281 -0.59691 3.25641
C -3.27225 -0.69158 -1.91902
C 0.97236 -3.75063 5.28446
H -0.74616 -1.87721 -1.32422
H 0.51792 -5.27845 -8.54886
H -2.58825 1.08416 5.39442
H 1.13982 -2.61764 -2.00855
H 1.52747 -4.19295 6.11118
I -4.86443 -2.19592 -2.15452
O 2.03332 -1.66090 -4.73211
C -1.26055 1.45507 -0.74358
H 1.91049 3.03743 -1.81166
*
```

Values from the calculation:
Orbital gap (alpha / beta) = 8.51 / 9.62 eV

***

No. 2
DFT (ωB97M-V with the def2-TZVPD basis set) results for a cluster of 9 separate species, C23H53N12O19P2 in total.

The geometry in ORCA input format:
```
! RIJCOSX wB97M-V def2-TZVPD def2/J DEFGRID3
* xyz -1 1
H -0.24140 -3.07001 1.50071
H 0.82668 3.61587 -3.39223
C -0.57631 1.12484 -3.97675
O 11.37375 0.25279 1.87572
H -2.93252 -2.16128 -0.65278
C 1.06285 0.47373 5.05726
H 1.95663 -3.77494 -1.90584
O 1.01236 5.04434 -4.96958
O -3.37676 0.69088 -5.21440
O -9.50761 -3.06334 3.65275
H -4.75859 -0.01579 2.38314
O 1.50871 3.09260 -5.76429
P -1.39942 -1.37503 0.71002
H 8.78062 -0.04298 1.75135
H -3.11546 -2.22262 3.16388
H -6.56862 -2.99133 3.02516
O 1.24210 -1.50942 -4.02729
N 5.16921 -0.77806 4.34487
P -1.02565 0.34936 2.07952
O -5.02788 0.39289 -6.58373
H 1.30962 2.50990 4.28858
H -1.85202 0.50037 -1.67467
C 4.09098 -1.67674 4.73355
H 11.76936 3.01221 2.99298
H -6.22005 -0.67962 -4.79861
O -1.41452 -6.80443 -1.66324
H 6.02967 -1.32949 4.29483
C -2.11784 1.58234 1.02226
O 11.03967 0.72322 3.96170
H -3.14014 1.17736 0.79933
C -1.27072 -6.40365 -3.93033
O -0.28097 -1.34854 -0.32928
N -6.82127 2.61346 -2.94898
C -5.25213 -0.37856 -4.40964
O 6.20945 0.26953 1.78754
H -1.59381 0.64794 -3.99099
N -1.35288 -5.94291 -2.51832
N 2.97662 -1.20397 5.56434
H 0.36386 5.27846 -7.46697
H 2.40050 -0.65346 3.59042
H -1.21381 1.87781 4.11500
O -6.65916 1.84327 -3.88147
N 4.14939 -2.87689 4.27683
O -1.19845 -2.91150 1.43207
C -7.27947 -2.41986 3.61606
H -0.56321 3.97519 0.83924
H 2.11017 5.63076 -7.24164
C 0.22016 3.23619 -2.52680
H -1.22154 -5.53357 -4.57914
H -0.39956 2.75984 2.78184
H -2.29384 2.49293 1.66953
H 1.18972 -2.19852 -1.52980
O 6.51445 -0.87697 -0.02297
H -6.15779 4.58647 -2.76530
C -1.36095 2.11290 -0.22836
H -6.89541 4.18525 -4.34602
N -8.37870 -3.34069 4.01723
C -0.54172 1.99920 -2.66401
H 1.18826 -1.67767 4.43318
H 0.15127 0.28982 -3.77134
C 0.16502 3.92796 -1.23043
O 2.94281 -2.84485 -3.89544
H 1.73092 1.30042 3.02544
N -4.64754 -1.04077 2.48088
H 1.51486 0.86879 5.99795
N 11.15092 1.02538 2.79102
N -4.48865 0.29098 -5.49458
C -0.46219 1.74685 3.28227
H 10.00425 2.77370 2.76431
O -1.35223 -4.74313 -2.32146
N 6.85393 -0.47581 1.06993
C 1.00962 1.50554 3.85726
H 2.62092 -2.07917 5.96807
O -8.06964 -4.31027 4.68428
H 0.09049 0.70826 1.24605
H -7.69990 -1.60832 3.03066
H -0.33190 1.70671 -4.89447
H -7.93656 4.38002 -2.90308
N 1.28357 4.27984 -5.87755
C -0.60648 3.38348 -0.10474
O -2.81126 -1.29389 -0.21540
H -3.12228 0.93717 3.32204
C 8.17248 -0.92817 1.58745
C 1.29075 -2.99557 -2.26776
H 4.98672 -0.43039 3.39474
C 11.00005 2.46602 2.45185
H 1.59300 4.06993 -7.94860
C -3.44962 -1.17286 2.94514
H -2.09356 -0.16084 4.30634
H -0.20304 -0.56472 2.88474
C -2.49499 -0.00496 3.26379
H 11.12279 2.58681 1.37933
N 1.87620 -2.40097 -3.50058
H -2.16380 -6.98945 -4.13625
H -4.67749 -1.24652 -4.09022
H 0.32062 -3.40927 -2.53378
H 8.63254 -1.58024 0.85096
O -6.87562 2.30346 -1.77866
H -5.36681 0.33251 -3.60407
H -6.81985 -2.04115 4.52561
H 0.74285 4.88165 -1.15172
H 7.99456 -1.46254 2.51818
C 1.34304 4.85959 -7.24574
C -6.96427 4.05819 -3.26941
H 0.02075 0.08834 5.24900
C 1.88899 -0.80511 4.57209
H -0.37166 -7.00839 -4.02586
C -1.31767 1.46317 -1.52627
H 3.33853 -3.42731 4.58055
*
```

Values from the calculation:
Orbital gap = 5.61 eV

***

No. 3
DFT (ωB97M-V with the def2-TZVPD basis set) results for a cluster of 5 separate species, C23H53N2O16S6 in total.

The geometry in ORCA input format:
```
! RIJCOSX wB97M-V def2-TZVPD def2/J DEFGRID3
* xyz 1 1
H -2.41673 -3.09729 2.93205
H -5.72871 -4.58834 -10.84329
S 2.46777 7.33571 1.23106
H -5.45410 -4.24096 -7.79775
S -1.55385 -5.14777 -2.30814
O -2.68062 -6.00428 -2.61755
O 0.73153 -2.70722 3.81468
H 2.67236 5.22165 -0.61594
C -1.44198 -2.94830 2.29683
H 5.26520 2.80573 8.17291
O -2.36170 4.04098 -0.69794
C 5.11921 -0.00008 5.80624
H 2.51865 -4.03616 3.63003
H -4.45721 -8.38223 -7.34229
H -6.20294 4.94964 -0.72757
H 2.40283 4.72300 5.47686
H 6.51907 3.98855 6.62745
H 1.78758 9.57128 0.85717
O 1.39821 7.09075 2.17210
H 3.50716 9.29814 0.40231
C 6.04515 2.95907 6.25280
H 4.17000 4.73175 7.42500
H 1.11760 -5.26053 5.43273
C 4.87958 -1.63449 6.05794
C -5.81376 -4.76384 -8.69033
H -3.93281 1.15307 -1.97905
O -3.37654 -5.81486 -7.19592
O 3.75693 6.68430 1.34367
C -5.21470 4.98313 -1.19865
C 2.72682 9.08974 1.13586
N 4.89201 2.66576 7.18644
O 1.89746 7.11953 -0.28068
H -4.36042 5.76138 -3.03339
H -1.46165 -3.04616 -5.98624
C -1.19239 -3.32328 -4.96357
S -3.77797 -6.40388 -8.45721
S -1.02995 -1.08904 2.13841
N 4.50915 4.42119 4.70375
S -3.19296 3.38152 -1.68438
H -5.77955 6.64593 -2.46342
H -0.35692 -6.99954 -1.43831
H -3.33744 1.45704 -0.30825
C 1.54737 -4.22631 5.77867
H -4.37616 -8.59316 -9.12762
C -0.15853 -3.64486 3.11292
O -1.72472 -3.77705 -1.88220
H 6.43895 3.66051 4.02237
H 5.01987 2.32389 4.26449
H 2.79434 -1.18739 4.22989
C 3.29327 3.93280 5.47668
C -5.40447 -4.03394 -9.95675
O -4.75896 3.64159 -1.31373
O -0.50541 -5.18356 -3.55589
H 1.58380 5.85892 -1.84662
O 4.32823 -2.54202 4.99787
O 5.17637 -2.21887 7.23555
H 2.89037 3.37386 7.74457
H -0.28858 -2.77917 -4.67114
H -1.50800 -3.33861 1.19507
C -5.33880 5.64984 -2.55665
C 2.91587 -2.14163 4.90674
C 0.56231 5.09261 -0.12851
H 4.19948 4.63619 3.72751
C -0.52805 -5.97142 -1.11561
O -0.05710 -4.97686 3.08928
C 1.74932 5.79167 -0.76601
H -1.99823 -2.98779 -4.30401
C 1.91192 -3.37392 4.38647
H -0.34617 5.69240 -0.24414
H -5.83593 -3.02986 -9.98510
O -3.00990 3.58560 -3.10366
H -0.20970 -5.12645 -5.56809
H -2.87489 -8.55381 -8.15979
H 6.92520 2.17895 6.29406
H -1.05607 -5.96151 -0.15959
H -5.95766 5.04565 -3.22778
C -0.97590 -4.82118 -4.84740
C -3.89109 -8.16361 -8.24903
S 4.22119 1.05949 7.06207
H 2.85492 2.95809 4.98393
O -5.36416 -6.11236 -8.69472
H 0.74583 -3.63301 6.40730
O -3.06671 -6.14270 -9.68822
C 3.77140 3.69469 7.03048
H -1.88881 -5.37380 -5.09368
H 2.55897 -4.40691 6.33871
H 0.40127 4.10912 -0.57790
H -0.16531 -1.01263 1.01487
H 0.41377 -5.42718 -1.02337
H -4.55982 5.55658 -0.53401
H -6.90721 -4.78772 -8.63154
H -4.31708 -3.93156 -10.02038
H 6.28734 0.14648 5.83066
H 2.53036 -1.88122 5.99450
H 4.73811 0.20650 4.70619
C 5.53914 3.27992 4.69547
H 0.71834 4.94742 0.94458
C -3.16437 1.63405 -1.37087
H 3.03976 9.43369 2.12412
H -2.17868 1.26097 -1.65743
*
```

Values from the calculation:
Orbital gap = 7.51 eV

***

Table of energy (Ha), in record order: -2012.829044 -3676.677662 -4610.049000